No. 1
# CH6NPS

A 2-piece molecular cluster, CH6NPS overall (wB97M-V/def2-TZVPD, OMol25).

Properties
**Electronic energy**: -22740.6628 eV
**Kohn-Sham gap**: 6.98 eV
**Highest occupied orbital energy**: -7.86 eV
**Energy relative to the best compared isomer or geometry (same formula, charge and spin)**: 783.1 kJ/mol

XYZ file:
```
10
Properties=species:S:1:pos:R:3:forces:R:3
C 1.560 -0.086 -1.070 -2.39 2.09 2.19
N -1.489 0.521 -0.262 2.18 0.95 1.85
P 0.585 -1.309 1.346 -2.44 0.31 2.48
S 0.314 0.204 0.063 -0.47 -0.94 -2.62
H 1.804 -1.083 -0.999 0.38 -2.09 -0.23
H 1.670 0.480 -1.946 0.05 0.79 -0.86
H -1.820 0.635 0.785 0.39 -0.94 -2.80
H -1.754 -0.333 -0.735 -0.67 -0.35 0.49
H -1.274 -0.403 2.223 2.58 -1.41 -0.89
H 0.405 1.376 0.596 0.40 1.61 0.38
```
Positions in Å, forces in eV/Å.

Here is what natural (NBO) gives for the atomic charges, in e: atom 1 (C): -0.898, atom 2 (N): -0.987, atom 3 (P): -0.079, atom 4 (S): 0.854, atom 5 (H): 0.222, atom 6 (H): 0.235, atom 7 (H): 0.399, atom 8 (H): 0.378, atom 9 (H): -0.187, atom 10 (H): 0.064

No. 2
# CH6NS

A 2-piece molecular cluster, CH6NS overall (wB97M-V/def2-TZVPD, OMol25).

Properties
**Electronic energy**: -13460.3418 eV
**Kohn-Sham gap**: 7.28 eV
**Highest occupied orbital energy**: -2.63 eV
**Energy relative to the best compared isomer or geometry (same formula, charge and spin)**: 16.0 kJ/mol
**Net charge**: -1

XYZ file:
```
9
Properties=species:S:1:pos:R:3:forces:R:3
C -0.885 0.793 0.072 0.13 -0.46 -0.34
N -0.740 -0.521 0.697 -0.46 -0.02 0.68
H 0.065 1.198 -0.306 -0.20 0.01 0.14
H -1.343 1.483 0.783 -0.05 0.11 -0.06
H -1.546 0.668 -0.792 -0.08 0.25 0.10
H -0.470 -1.218 0.015 0.02 0.22 -0.23
H 0.077 -0.507 1.298 -0.04 0.07 0.00
S 1.845 -0.718 -0.634 0.49 -0.16 -0.21
H 2.997 -1.178 -1.133 0.18 -0.02 -0.08
```
Positions in Å, forces in eV/Å.

Here is what natural (NBO) gives for the atomic charges, in e: atom 1 (C): -0.419, atom 2 (N): -0.869, atom 3 (H): 0.204, atom 4 (H): 0.158, atom 5 (H): 0.172, atom 6 (H): 0.381, atom 7 (H): 0.363, atom 8 (S): -1.079, atom 9 (H): 0.088

No. 3
# CH6NS

An isolated ion of composition CH6NS and charge +1 (wB97M-V/def2-TZVPD, OMol25).

Properties
**Electronic energy**: -13451.6271 eV
**Kohn-Sham gap**: 10.52 eV
**Highest occupied orbital energy**: -14.63 eV
**Energy relative to the best compared isomer or geometry (same formula, charge and spin)**: 46.6 kJ/mol
**SMILES**: [NH3+]CS
**Net charge**: +1

XYZ file:
```
9
Properties=species:S:1:pos:R:3:forces:R:3
C 0.601 -0.491 0.268 -3.24 3.77 3.13
N -0.324 0.448 -0.655 2.63 0.41 -1.39
S -0.576 -1.696 0.994 0.59 -0.52 -0.08
H 1.246 -1.061 -0.243 1.77 -2.17 -2.90
H 1.314 0.204 0.799 -1.38 -0.67 0.29
H -0.876 -0.236 -1.201 -0.26 0.83 0.33
H 0.297 1.005 -1.346 -1.15 -1.11 1.12
H -0.886 1.188 -0.171 0.33 -1.30 -0.09
H -1.218 -1.256 2.112 0.71 0.77 -0.40
```
Positions in Å, forces in eV/Å.

Here is what natural (NBO) gives for the atomic charges, in e: atom 1 (C): -0.340, atom 2 (N): -0.728, atom 3 (S): 0.013, atom 4 (H): 0.239, atom 5 (H): 0.261, atom 6 (H): 0.459, atom 7 (H): 0.448, atom 8 (H): 0.463, atom 9 (H): 0.185

No. 4
# CH6NS

An isolated ion of composition CH6NS and charge +1 (wB97M-V/def2-TZVPD, OMol25).

Properties
**Electronic energy**: -13451.4645 eV
**Kohn-Sham gap**: 10.40 eV
**Highest occupied orbital energy**: -14.58 eV
**Energy relative to the best compared isomer or geometry (same formula, charge and spin)**: 62.3 kJ/mol
**SMILES**: [NH3+]CS
**Net charge**: +1

XYZ file:
```
9
Properties=species:S:1:pos:R:3:forces:R:3
C 0.038 0.708 -0.315 4.64 1.33 5.31
N -0.421 -0.657 -0.040 -1.05 0.10 2.42
S 1.811 0.414 -0.727 -0.88 -1.30 -2.23
H -0.408 1.231 -1.048 -2.25 1.08 -2.63
H 0.180 1.432 0.623 -1.20 -1.99 -1.82
H -0.391 -0.992 -0.959 0.17 -2.07 -1.56
H -1.390 -0.769 0.282 -0.02 0.31 0.02
H 0.203 -1.181 0.650 -0.63 0.82 -1.44
H 2.198 1.227 0.142 1.22 1.73 1.93
```
Positions in Å, forces in eV/Å.

Here is what natural (NBO) gives for the atomic charges, in e: atom 1 (C): -0.367, atom 2 (N): -0.680, atom 3 (S): 0.031, atom 4 (H): 0.244, atom 5 (H): 0.269, atom 6 (H): 0.442, atom 7 (H): 0.448, atom 8 (H): 0.477, atom 9 (H): 0.136

No. 5
# CH6O4

A 3-piece molecular cluster, CH6O4 overall (wB97M-V/def2-TZVPD, OMol25).

Properties
**Electronic energy**: -9324.7332 eV
**Kohn-Sham gap**: 11.49 eV
**Highest occupied orbital energy**: -10.82 eV
**Energy relative to the best compared isomer or geometry (same formula, charge and spin)**: 17.6 kJ/mol
**SMILES**: O=CO.O.O

XYZ file:
```
11
Properties=species:S:1:pos:R:3:forces:R:3
O 1.337 1.139 0.239 -0.28 0.10 0.14
C 1.899 0.325 -0.452 -1.19 0.72 0.40
O 1.341 -0.311 -1.463 0.35 -0.48 0.16
H 2.898 0.059 -0.224 1.38 -0.46 -0.34
H 0.378 -0.322 -1.300 -0.42 0.01 -0.36
H -1.765 -0.533 -0.185 0.30 0.17 0.21
H -1.913 -1.715 -1.123 0.17 -0.08 -0.18
O -1.379 -0.928 -0.978 -0.26 0.10 0.11
H -1.471 0.917 2.382 -0.01 -0.06 0.00
H -0.354 0.990 1.343 0.35 0.01 -0.18
O -0.971 0.379 1.760 -0.42 -0.03 0.02
```
Positions in Å, forces in eV/Å.

Here is what natural (NBO) gives for the atomic charges, in e: atom 1 (O): -0.636, atom 2 (C): 0.664, atom 3 (O): -0.681, atom 4 (H): 0.115, atom 5 (H): 0.525, atom 6 (H): 0.503, atom 7 (H): 0.483, atom 8 (O): -0.970, atom 9 (H): 0.470, atom 10 (H): 0.499, atom 11 (O): -0.971

No. 6
# CH6O4Si

CH6O4Si as an isolated structure (wB97M-V/def2-TZVPD, OMol25).

Properties
**Electronic energy**: -17203.2922 eV
**Kohn-Sham gap**: 11.52 eV
**Highest occupied orbital energy**: -10.91 eV
**Energy relative to the best compared isomer or geometry (same formula, charge and spin)**: 36.6 kJ/mol

XYZ file:
```
12
Properties=species:S:1:pos:R:3:forces:R:3
C 1.704 0.663 1.076 -0.14 -0.79 -0.14
O 1.356 1.740 1.458 -0.56 0.59 -0.21
O 1.109 -0.172 0.229 -0.94 0.17 -0.39
O 2.801 0.045 1.496 2.15 1.00 1.26
O -1.659 -0.088 0.517 -0.77 0.01 1.13
Si -0.433 -0.231 -0.527 1.00 0.41 3.12
H -1.899 0.263 1.398 0.69 -0.30 -1.21
H -2.911 -1.153 -3.006 0.86 0.18 1.27
H 3.352 0.697 2.042 -1.33 -1.24 -1.03
H -0.534 0.868 -1.359 0.03 1.28 -1.63
H -0.414 -1.562 -0.971 -0.06 -1.11 -0.84
H -2.473 -1.071 -2.353 -0.93 -0.19 -1.31
```
Positions in Å, forces in eV/Å.

Here is what natural (NBO) gives for the atomic charges, in e: atom 1 (C): 0.999, atom 2 (O): -0.633, atom 3 (O): -0.852, atom 4 (O): -0.678, atom 5 (O): -1.141, atom 6 (Si): 1.728, atom 7 (H): 0.543, atom 8 (H): 0.026, atom 9 (H): 0.501, atom 10 (H): -0.241, atom 11 (H): -0.225, atom 12 (H): -0.027

No. 7
# CH6O5PS2

An isolated ion of composition CH6O5PS2 and charge +1 (wB97M-V/def2-TZVPD, OMol25).

Properties
**Electronic energy**: -42324.5239 eV
**Kohn-Sham gap**: 10.90 eV
**Highest occupied orbital energy**: -16.36 eV
**Net charge**: +1

XYZ file:
```
15
Properties=species:S:1:pos:R:3:forces:R:3
C 1.822 0.407 0.591 -0.04 0.12 0.24
S 1.635 -0.173 -1.049 1.31 0.14 -0.22
O 2.234 -1.441 -1.238 -0.34 -0.35 0.18
O 1.803 0.886 -1.965 -0.34 0.28 -0.11
S -0.572 -0.628 -1.384 -0.65 0.13 -0.47
P -1.606 0.407 0.237 -0.23 0.00 0.24
O -1.080 1.754 0.209 0.14 0.08 0.06
O -1.300 -0.406 1.553 0.28 -0.21 -0.48
O -3.093 0.151 -0.189 0.29 0.04 0.29
H 1.275 1.341 0.708 -0.05 -0.05 -0.04
H 1.541 -0.355 1.314 0.03 -0.02 -0.06
H 2.901 0.596 0.624 -0.06 -0.04 0.06
H -0.671 -1.945 -1.122 0.10 -0.05 0.27
H -1.189 -1.365 1.447 -0.31 0.08 0.32
H -3.699 0.770 0.264 -0.14 -0.15 -0.28
```
Positions in Å, forces in eV/Å.

Here is what natural (NBO) gives for the atomic charges, in e: atom 1 (C): -0.888, atom 2 (S): 2.121, atom 3 (O): -0.828, atom 4 (O): -0.811, atom 5 (S): -0.089, atom 6 (P): 2.270, atom 7 (O): -1.020, atom 8 (O): -0.962, atom 9 (O): -0.967, atom 10 (H): 0.307, atom 11 (H): 0.273, atom 12 (H): 0.306, atom 13 (H): 0.205, atom 14 (H): 0.531, atom 15 (H): 0.552

No. 8
# CH6OP2

An isolated molecule of CH6OP2 (wB97M-V/def2-TZVPD, OMol25).

Properties
**Electronic energy**: -21758.1421 eV
**Kohn-Sham gap**: 9.23 eV
**Highest occupied orbital energy**: -8.76 eV
**Energy relative to the best compared isomer or geometry (same formula, charge and spin)**: 108.2 kJ/mol
**SMILES**: CP(O)#[PH2]

XYZ file:
```
10
Properties=species:S:1:pos:R:3:forces:R:3
C -0.936 -1.140 0.202 0.77 -1.56 1.72
O -0.659 1.698 0.373 0.18 -2.53 -2.04
P 1.960 -0.073 -0.167 1.01 0.21 1.34
P -0.102 0.194 -0.674 -1.43 2.89 0.50
H -1.114 -0.856 1.238 -0.37 0.30 0.00
H -0.543 -2.191 0.341 0.53 1.27 -0.67
H -1.832 -1.321 -0.321 -1.46 0.08 -0.39
H -1.491 1.985 -0.078 1.00 -0.30 0.44
H 2.407 0.509 -1.318 0.30 0.08 -1.32
H 2.310 1.196 0.405 -0.53 -0.45 0.42
```
Positions in Å, forces in eV/Å.

Here is what natural (NBO) gives for the atomic charges, in e: atom 1 (C): -1.019, atom 2 (O): -0.953, atom 3 (P): -0.046, atom 4 (P): 0.763, atom 5 (H): 0.253, atom 6 (H): 0.259, atom 7 (H): 0.235, atom 8 (H): 0.474, atom 9 (H): -0.003, atom 10 (H): 0.036

No. 9
# CH6OP2

An isolated molecule of CH6OP2 (wB97M-V/def2-TZVPD, OMol25).

Properties
**Electronic energy**: -21757.2091 eV
**Kohn-Sham gap**: 8.41 eV
**Highest occupied orbital energy**: -8.86 eV
**Energy relative to the best compared isomer or geometry (same formula, charge and spin)**: 198.2 kJ/mol
**SMILES**: C[PH2]=[PH]=O

XYZ file:
```
10
Properties=species:S:1:pos:R:3:forces:R:3
C 0.956 -0.793 0.123 0.69 -1.60 0.11
O -3.902 -0.396 0.102 -1.89 -1.68 0.56
P -0.720 0.016 0.232 1.73 1.76 0.80
P -3.101 0.735 -0.311 1.11 1.53 0.18
H 1.322 -1.036 1.164 -0.47 0.39 -1.16
H 1.466 0.090 -0.270 0.78 -0.79 0.01
H 1.117 -1.753 -0.490 -0.53 1.76 0.61
H -0.154 0.812 1.317 -1.06 -0.57 -0.17
H -0.338 1.162 -0.561 -0.48 -0.60 -0.15
H -2.579 0.444 -1.600 0.12 -0.21 -0.81
```
Positions in Å, forces in eV/Å.

Here is what natural (NBO) gives for the atomic charges, in e: atom 1 (C): -0.909, atom 2 (O): -1.042, atom 3 (P): 0.326, atom 4 (P): 1.086, atom 5 (H): 0.240, atom 6 (H): 0.238, atom 7 (H): 0.244, atom 8 (H): 0.002, atom 9 (H): -0.007, atom 10 (H): -0.180

No. 10
# CH6OS2

A 2-piece molecular cluster, CH6OS2 overall (wB97M-V/def2-TZVPD, OMol25).

Properties
**Electronic energy**: -24851.6536 eV
**Kohn-Sham gap**: 9.63 eV
**Highest occupied orbital energy**: -9.09 eV
**Energy relative to the best compared isomer or geometry (same formula, charge and spin)**: 55.2 kJ/mol
**SMILES**: CO.SS

XYZ file:
```
10
Properties=species:S:1:pos:R:3:forces:R:3
S -2.888 0.954 -1.158 0.08 -0.09 -0.34
S -1.607 -0.496 -1.892 -0.16 0.15 -0.19
H -3.115 0.374 0.016 -0.02 -0.04 0.35
H -0.472 0.201 -1.745 0.06 -0.08 0.18
C 1.404 -0.514 0.914 -0.21 -0.27 -0.46
O 0.995 0.535 0.041 0.23 0.07 0.04
H 1.790 -1.325 0.295 -0.04 0.03 0.01
H 2.208 -0.203 1.576 -0.02 0.05 0.22
H 0.540 -0.897 1.464 0.17 0.06 0.20
H 1.144 1.370 0.488 -0.09 0.11 -0.01
```
Positions in Å, forces in eV/Å.

Here is what natural (NBO) gives for the atomic charges, in e: atom 1 (S): -0.132, atom 2 (S): -0.148, atom 3 (H): 0.120, atom 4 (H): 0.157, atom 5 (C): -0.250, atom 6 (O): -0.736, atom 7 (H): 0.179, atom 8 (H): 0.170, atom 9 (H): 0.169, atom 10 (H): 0.471